{"formula": "C26H26N4O2SZr", "method": "wB97M-V/def2-TZVPD", "e_tot_ev": -49507.080, "e_above_lowest_kcal_mol": 0.0, "total_charge": 4, "largest_force_ev_per_a": 15.705, "gap_ev": [3.06, 3.06], "species": ["N", "C", "C", "H", "H", "H", "N", "C", "C", "H", "H", "H", "N", "C", "C", "H", "H", "H", "Zr", "C", "O", "C", "O", "C", "C", "C", "C", "C", "C", "H", "H", "H", "H", "H", "H", "N", "S", "C", "C", "C", "C", "C", "C", "C", "C", "C", "C", "C", "C", "H", "H", "H", "H", "H", "H", "H", "H", "H", "H", "H"], "coordinates": [[-2.083, -3.372, -0.953], [-2.885, -3.637, -0.145], [-3.958, -4.002, 0.770], [-3.722, -3.689, 1.800], [-4.113, -5.088, 0.766], [-4.887, -3.512, 0.457], [0.632, -1.719, -3.969], [1.616, -1.463, -4.535], [2.858, -1.338, -5.258], [3.160, -2.334, -5.597], [3.647, -0.933, -4.617], [2.737, -0.693, -6.131], [2.941, 0.801, 1.963], [3.163, 1.658, 2.714], [3.487, 2.681, 3.663], [3.589, 3.646, 3.136], [4.442, 2.423, 4.153], [2.689, 2.746, 4.423], [1.963, -1.012, 0.800], [2.557, 0.336, -1.112], [2.754, 1.192, -1.866], [-1.564, -0.922, -3.784], [-1.602, 0.060, -4.375], [1.230, -3.057, 0.504], [1.409, -2.827, 1.901], [2.652, -2.339, 2.402], [3.737, -2.139, 1.504], [3.559, -2.352, 0.111], [2.301, -2.788, -0.399], [0.266, -3.440, 0.151], [0.589, -3.042, 2.588], [2.796, -2.148, 3.465], [4.686, -1.791, 1.911], [4.374, -2.150, -0.586], [2.169, -2.885, -1.481], [-0.173, -0.418, 0.597], [-0.476, 1.094, 1.107], [-0.409, 2.141, -0.346], [-1.127, 1.834, -1.496], [-1.115, 2.734, -2.566], [-0.374, 3.917, -2.468], [0.394, 4.187, -1.336], [0.404, 3.283, -0.276], [-2.228, 1.178, 1.479], [-2.829, 0.172, 2.247], [-4.162, 0.306, 2.635], [-4.895, 1.433, 2.250], [-4.297, 2.432, 1.481], [-2.963, 2.310, 1.107], [-0.949, -0.884, 0.119], [-1.724, 0.919, -1.528], [-1.705, 2.533, -3.461], [-0.392, 4.634, -3.288], [0.976, 5.107, -1.257], [0.991, 3.450, 0.626], [-2.235, -0.697, 2.527], [-4.626, -0.468, 3.247], [-5.936, 1.539, 2.541], [-4.857, 3.309, 1.171], [-2.483, 3.081, 0.513]], "nbo_charge": [-0.4303, 0.3515, -0.7466, 0.2517, 0.3011, 0.2907, -0.4106, 0.3485, -0.7435, 0.2941, 0.2419, 0.2993, -0.6321, 0.6859, -0.7839, 0.3330, 0.3394, 0.3290, 1.9352, 0.5453, -0.2398, 0.5253, -0.5337, -0.2507, -0.2350, -0.2867, -0.2017, -0.2863, -0.2353, 0.3737, 0.3395, 0.3426, 0.3414, 0.3407, 0.3507, -1.0490, 1.0940, -0.2739, -0.2324, -0.1011, -0.1237, -0.1866, -0.2052, -0.1934, -0.2358, -0.1681, -0.1052, -0.1629, -0.2086, 0.4666, 0.2462, 0.2700, 0.2734, 0.2704, 0.2240, 0.2106, 0.2606, 0.2708, 0.2717, 0.2435]}